87
Properties=species:S:1:pos:R:3:lowdin_spin:R:1 method="wB97M-V/def2-TZVPD" charge=+1 spin_multiplicity=6 e_homo_ev="-10.444 / -10.656" energy_ha=-2575.45807
Rh -1.139 -2.681 -1.385 2.306
C -4.576 -4.049 1.304 0.002
C -4.668 -2.621 0.867 0.017
N -5.548 -1.837 1.447 -0.003
C -5.629 -0.553 1.083 0.021
C -4.834 0.024 0.120 -0.003
C -5.076 1.488 -0.173 0.000
O -6.303 1.713 -0.843 0.000
C -3.862 -0.788 -0.519 0.018
C -3.014 -0.193 -1.526 -0.001
N -1.924 -0.673 -2.015 0.103
C -1.181 0.123 -2.913 0.019
C -1.125 1.511 -2.789 0.016
C -0.360 2.269 -3.659 0.001
C 0.377 1.655 -4.661 0.005
C 0.359 0.272 -4.780 0.002
C -0.408 -0.478 -3.906 0.010
I -0.385 -2.564 -4.068 0.107
C -3.782 -2.145 -0.138 0.005
O -2.957 -3.024 -0.654 0.225
H -5.476 -4.311 1.854 0.000
H -3.710 -4.187 1.958 0.001
H -4.442 -4.716 0.454 0.000
H -6.373 0.046 1.593 0.001
H -4.247 1.956 -0.714 0.000
H -5.164 2.024 0.773 0.000
H -6.334 1.181 -1.643 0.000
H -3.343 0.774 -1.907 0.003
H -1.655 2.000 -1.979 0.001
H -0.325 3.343 -3.534 0.000
H 0.977 2.243 -5.341 0.000
H 0.940 -0.216 -5.550 0.001
C 0.537 6.771 0.395 0.003
C 0.630 5.273 0.331 0.014
C 1.546 4.645 -0.508 0.004
C 1.661 3.265 -0.568 0.027
C 2.676 2.652 -1.496 0.013
C 0.820 2.490 0.242 0.105
Te 0.796 0.382 0.091 0.603
N 0.301 -2.171 -0.095 0.780
C 0.259 -2.337 1.235 0.114
O 0.510 -1.404 2.025 0.214
C -0.149 -3.683 1.742 0.036
C -0.251 -4.783 0.895 0.023
C -0.716 -5.992 1.385 0.003
C -1.073 -6.106 2.722 0.001
C -0.960 -5.013 3.571 0.005
C -0.494 -3.801 3.084 0.006
C 2.841 0.001 0.278 0.024
C 3.489 -0.651 -0.762 0.012
C 2.816 -1.065 -2.040 0.022
C 4.844 -0.931 -0.614 -0.001
C 5.544 -0.584 0.531 0.009
C 7.006 -0.899 0.675 0.002
C 4.859 0.062 1.557 -0.001
C 3.511 0.365 1.461 0.010
C 2.816 1.045 2.609 0.009
C -0.120 3.092 1.088 0.020
C -1.040 2.324 2.005 0.022
C -0.194 4.480 1.116 -0.001
H 1.117 7.240 -0.397 0.000
H 0.918 7.135 1.351 0.001
H -0.497 7.104 0.309 0.001
H 2.189 5.252 -1.136 0.001
H 3.031 3.390 -2.213 0.001
H 2.256 1.812 -2.061 0.007
H 3.540 2.275 -0.945 0.000
H 0.043 -4.704 -0.147 0.013
H -0.793 -6.846 0.726 0.000
H -1.438 -7.050 3.104 0.000
H -1.237 -5.105 4.612 0.000
H -0.404 -2.938 3.729 0.001
H 1.797 -0.673 -2.140 0.017
H 2.754 -2.153 -2.098 0.000
H 3.390 -0.715 -2.898 0.002
H 5.364 -1.435 -1.420 0.000
H 7.397 -1.391 -0.213 0.000
H 7.174 -1.555 1.530 0.000
H 7.582 0.011 0.844 0.001
H 5.391 0.327 2.463 0.000
H 3.468 1.085 3.479 0.001
H 1.912 0.501 2.893 0.004
H 2.536 2.067 2.354 0.001
H -1.093 1.254 1.793 0.015
H -2.052 2.725 1.951 0.000
H -0.708 2.423 3.041 0.001
H -0.916 4.953 1.772 0.000